No. 1
Computed, not measured: a structure of composition C25H30BBrFN10O2S4Ta, with the ωB97M-V functional and the def2-TZVPD basis.

Output
lowest unoccupied orbital energy: -6.724 eV
Kohn-Sham gap: 0.2471 Eh
energy above the lowest of the compared OMol25 structures with the same formula, charge and spin: 33.2 kcal/mol

The geometry in ORCA input format:
```
! wB97M-V def2-TZVPD RIJCOSX def2/J DEFGRID3
* xyz 2 1
Ta 0.2351 -0.1084 -0.1627
C 3.5421 3.7653 4.0691
C 2.4455 2.7712 4.0957
N 1.6714 2.5141 5.1025
N 0.8320 1.5412 4.6433
C 1.0689 1.1734 3.3851
S 0.2026 -0.0499 2.5774
N 2.1109 1.9648 3.0180
N 2.7276 1.9010 1.7762
H 3.6109 4.2324 5.0476
H 3.3534 4.5371 3.3221
H 4.4971 3.2907 3.8401
H 0.1396 1.1416 5.2600
H 2.5456 2.7590 1.2609
H 3.7273 1.7741 1.8999
C -1.2136 3.8516 2.6284
N -1.9918 3.5582 1.4350
C -3.3308 3.8376 1.2795
C -3.6752 3.3934 0.0512
N -2.5570 2.8538 -0.5425
B -2.5289 2.3440 -2.0176
N -3.0544 0.8360 -2.0393
C -3.7617 0.3320 -3.1010
C -4.1001 -0.9499 -2.8203
N -3.5912 -1.2272 -1.5755
C -3.7785 -2.4821 -0.8521
C -2.9495 -0.1314 -1.1290
S -2.1574 -0.0335 0.4357
C -1.5454 2.9572 0.3172
S 0.1059 2.4197 0.1589
H -1.8362 4.4359 3.3000
H -0.3283 4.4273 2.3683
H -0.9236 2.9235 3.1145
H -3.9025 4.3301 2.0439
H -4.6172 3.4294 -0.4633
H -3.3078 2.9980 -2.6555
H -1.4130 2.3868 -2.4320
H -3.9712 0.9334 -3.9659
H -4.6661 -1.6725 -3.3786
H -3.9753 -3.2660 -1.5787
H -4.6242 -2.3974 -0.1716
H -2.8758 -2.7152 -0.2964
F 0.4540 0.6718 -6.3438
C 0.3663 0.5335 -5.0237
C 0.9047 1.5206 -4.2148
C 0.8064 1.3741 -2.8509
C 0.1934 0.2446 -2.2513
C -0.3406 -0.7266 -3.1367
C -0.2662 -0.5811 -4.5099
H 1.3757 2.3827 -4.6648
H 1.1994 2.1676 -2.2303
H -0.8357 -1.6038 -2.7580
H -0.6817 -1.3167 -5.1841
Br 1.8625 -6.7894 2.8937
C 1.0456 -6.0487 1.3730
C 0.4859 -6.8802 0.4096
C -0.1436 -6.3347 -0.7028
C -0.2176 -4.9618 -0.8584
C 0.3719 -4.1412 0.1014
C 1.0078 -4.6752 1.2216
C 0.3294 -2.6981 -0.0539
O 1.1769 -1.9178 0.5182
O -0.5321 -2.0825 -0.7451
H 0.5440 -7.9528 0.5311
H -0.5747 -6.9897 -1.4456
H -0.7052 -4.5255 -1.7191
H 1.4479 -4.0273 1.9659
N 5.2671 -0.2346 -0.2164
C 3.9965 -0.4771 0.0979
N 3.7418 -1.1211 1.2333
S 2.7871 0.0824 -0.9974
H 6.0346 -0.6413 0.2954
H 5.4751 0.2378 -1.0830
H 4.4815 -1.5962 1.7294
H 2.8032 -1.4718 1.3712
*
```



No. 2
Computed, not measured: a cluster of 2 separate species, C25H30BF3N in total in a non-equilibrium geometry, with the ωB97M-V functional and the def2-TZVPD basis.

Output
lowest unoccupied orbital energy: -6.519 eV
Kohn-Sham gap: 0.1794 Eh
energy above the lowest of the compared OMol25 structures with the same formula, charge and spin: 49.3 kcal/mol

The geometry in ORCA input format:
```
! wB97M-V def2-TZVPD RIJCOSX def2/J DEFGRID3
* xyz 1 1
F -0.3251 -5.9195 1.5715
C 0.6642 -5.6576 2.4976
C 0.3856 -5.9139 3.8380
C 1.4487 -5.7385 4.7238
F 1.2317 -6.0185 6.0538
C 2.7036 -5.3146 4.3312
C 2.9874 -5.0811 2.9445
C 4.3347 -4.8232 2.5764
C 4.8703 -4.1960 1.4205
C 6.2399 -3.7732 1.4571
C 6.9005 -3.3467 0.3209
C 6.2495 -3.3387 -0.9236
C 4.9001 -3.6697 -0.9476
F 4.2525 -3.6857 -2.1623
C 4.1733 -3.9896 0.1898
C 1.8923 -5.2029 2.0362
H -0.5880 -6.2572 4.1706
H 3.4912 -5.1777 5.0757
H 5.0592 -5.0579 3.3557
H 6.7778 -3.8262 2.4107
H 7.9395 -3.0293 0.3751
H 6.7866 -3.0927 -1.8407
H 3.0978 -4.0958 0.1114
H 2.0014 -5.0052 0.9730
C 2.8238 -8.7273 2.7840
C 2.9825 -10.0121 2.0181
C 3.3923 -11.1355 2.9627
N 3.9586 -9.9259 0.8376
C 4.0857 -11.3402 0.3504
C 2.9060 -11.9729 -0.0437
C 2.9511 -13.2926 -0.4949
C 4.1747 -13.9682 -0.5537
C 5.3462 -13.3214 -0.1579
C 5.3093 -11.9901 0.3028
C 3.3160 -9.1628 -0.3313
C 4.0252 -9.5088 -1.6344
C 3.2950 -7.6642 -0.1618
B 5.3713 -9.2353 1.2840
H 5.2621 -8.0468 1.6719
H 2.2986 -8.9631 3.7156
H 3.7739 -8.2419 3.0364
H 2.1826 -8.0197 2.2583
H 2.0238 -10.2568 1.5458
H 2.7550 -11.0924 3.8532
H 3.2346 -12.1275 2.5198
H 4.4395 -11.0473 3.2861
H 1.9367 -11.4561 -0.0091
H 2.0262 -13.7765 -0.7964
H 4.2067 -14.9970 -0.9086
H 6.3117 -13.8334 -0.1978
H 6.2176 -11.4643 0.6195
H 2.2836 -9.5330 -0.3500
H 3.6436 -8.8555 -2.4273
H 5.1132 -9.3621 -1.5650
H 3.8202 -10.5374 -1.9576
H 2.9556 -7.2415 -1.1148
H 2.5793 -7.3289 0.5886
H 4.2811 -7.2434 0.0685
H 5.8803 -9.8596 2.2012
H 6.1545 -9.2343 0.3494
*
```



No. 3
Computed, not measured: a structure of composition C25H30BaN13S3 in a non-equilibrium geometry, with the ωB97M-V functional and the def2-TZVPD basis.

Output
lowest unoccupied orbital energy: -3.532 eV
Kohn-Sham gap: 0.2130 Eh
energy above the lowest of the compared OMol25 structures with the same formula, charge and spin: 35.4 kcal/mol

The geometry in ORCA input format:
```
! wB97M-V def2-TZVPD RIJCOSX def2/J DEFGRID3
* xyz 1 1
Ba -0.3332 -0.2066 -0.5183
S 0.3041 -1.8823 1.8441
C 1.4991 -0.9257 2.5316
N 2.0008 0.1584 2.0120
C 3.0156 0.6580 2.7817
C 3.8240 1.7472 2.4717
C 4.8387 2.1113 3.3325
C 5.0544 1.4212 4.5207
C 4.2722 0.3289 4.8483
C 3.2720 -0.0528 3.9737
S 2.1980 -1.4187 4.0793
H 3.6842 2.2659 1.5346
H 5.4891 2.9328 3.0682
H 5.8487 1.7311 5.1820
H 4.4421 -0.2316 5.7523
C 2.7543 5.1335 1.3460
C 1.9721 5.1412 0.0930
N 1.9031 6.1109 -0.7547
N 1.0857 5.6902 -1.7450
C 0.6185 4.4397 -1.5278
S -0.4234 3.5954 -2.4770
N 1.2040 4.0704 -0.3331
N 0.9974 2.8595 0.3110
H 3.0656 6.1469 1.5780
H 3.6430 4.5140 1.2289
H 2.1669 4.7394 2.1751
H 0.8659 6.2803 -2.5306
H 1.8743 2.3738 0.4960
H 0.5223 3.0022 1.2009
C -4.1833 -2.3659 2.3116
N -4.6936 -1.3112 1.4530
C -5.9461 -0.7216 1.8874
C -3.7825 -0.6404 0.6732
N -2.5165 -0.8058 0.7271
N -4.3319 0.2182 -0.2597
C -3.7066 0.9694 -1.2330
N -4.5834 1.7199 -1.9613
N -2.4501 0.9321 -1.4570
H -5.0170 -2.9713 2.6609
H -3.6472 -1.9804 3.1853
H -3.5188 -3.0100 1.7359
H -6.5826 -1.5063 2.2915
H -6.4988 -0.2584 1.0722
H -5.7877 0.0283 2.6698
H -2.2269 -1.3826 1.5073
H -5.3384 0.2114 -0.3152
H -5.5089 1.9194 -1.6227
H -4.2021 2.3699 -2.6291
H -2.1797 1.5886 -2.1835
C -0.2946 -6.2044 0.1852
C -1.1177 -5.1199 0.4605
C -1.0138 -3.9663 -0.2888
C -0.0543 -3.8717 -1.3046
C 0.7663 -4.9780 -1.5873
C 0.6351 -6.1322 -0.8470
N 0.0643 -2.6658 -1.9620
N 0.8234 -2.6667 -2.9683
C 1.0998 -1.5172 -3.6517
C 1.5583 -1.6916 -4.9675
C 1.9607 -0.5824 -5.6811
C 1.8933 0.6584 -5.0612
C 1.4021 0.7379 -3.7657
N 1.0133 -0.3148 -3.0679
H -0.3857 -7.1138 0.7612
H -1.8304 -5.1802 1.2702
H -1.6744 -3.1266 -0.1352
H 1.4957 -4.9011 -2.3823
H 1.2667 -6.9796 -1.0697
H 1.5726 -2.6839 -5.3892
H 2.3249 -0.6801 -6.6923
H 2.2236 1.5465 -5.5723
H 1.3132 1.6958 -3.2717
*
```



No. 4
Computed, not measured: a structure of composition C25H30BaN13S3, with the ωB97M-V functional and the def2-TZVPD basis.

Output
lowest unoccupied orbital energy: -3.395 eV
Kohn-Sham gap: 0.2152 Eh
energy above the lowest of the compared OMol25 structures with the same formula, charge and spin: 25.8 kcal/mol

The geometry in ORCA input format:
```
! wB97M-V def2-TZVPD RIJCOSX def2/J DEFGRID3
* xyz 1 1
Ba -0.5137 0.4825 0.1730
S -3.5496 0.6865 -0.2075
C -3.1020 -0.1883 -1.6182
N -1.8828 -0.5309 -1.9822
C -1.8681 -1.2141 -3.1874
C -0.7252 -1.6940 -3.8247
C -0.8606 -2.3603 -5.0288
C -2.1192 -2.5539 -5.6027
C -3.2610 -2.0815 -4.9786
C -3.1256 -1.4113 -3.7694
S -4.3403 -0.7017 -2.7485
H 0.2492 -1.5377 -3.3732
H 0.0180 -2.7376 -5.5359
H -2.2040 -3.0775 -6.5452
H -4.2357 -2.2309 -5.4238
C 2.5589 -5.5939 -0.5458
C 2.8839 -4.4248 -1.3944
N 3.2451 -4.4571 -2.6385
N 3.4139 -3.1476 -2.9807
C 3.1689 -2.2904 -1.9784
S 3.1802 -0.6195 -1.8994
N 2.8529 -3.1262 -0.9510
N 2.4130 -2.6552 0.2947
H 2.6569 -6.4965 -1.1423
H 1.5373 -5.5226 -0.1704
H 3.2371 -5.6629 0.3065
H 3.6885 -2.8976 -3.9147
H 2.9531 -3.1370 1.0094
H 2.7183 -1.6767 0.2978
C 2.0216 4.2936 2.9467
N 2.4079 4.3187 1.5453
C 3.1920 5.4476 1.0648
C 2.0520 3.2673 0.7530
N 1.5639 2.1539 1.1910
N 2.2683 3.4900 -0.5986
C 1.9780 2.6716 -1.6896
N 2.7176 3.0365 -2.7906
N 1.0817 1.7688 -1.6582
H 2.1380 5.2918 3.3588
H 2.6386 3.6080 3.5356
H 0.9721 4.0114 3.0512
H 2.5873 6.1766 0.5168
H 4.0222 5.1166 0.4391
H 3.6316 5.9540 1.9191
H 1.5721 2.1561 2.2047
H 2.5997 4.4019 -0.8588
H 3.6782 3.2936 -2.6232
H 2.5963 2.4534 -3.6039
H 1.0582 1.2363 -2.5240
C -3.3054 5.1182 2.9582
C -2.4491 4.7733 1.9244
C -1.8719 3.5130 1.8953
C -2.1532 2.5995 2.9045
C -3.0183 2.9431 3.9426
C -3.5887 4.2012 3.9655
N -1.5394 1.3155 2.8045
N -1.7448 0.5610 3.7631
C -1.1949 -0.7486 3.6590
C -1.0971 -1.4475 4.8535
C -0.6226 -2.7467 4.8186
C -0.2925 -3.3004 3.5919
C -0.4298 -2.5229 2.4532
N -0.8620 -1.2608 2.4749
H -3.7624 6.0985 2.9764
H -2.2392 5.4796 1.1326
H -1.2017 3.2696 1.0792
H -3.2415 2.2168 4.7100
H -4.2651 4.4697 4.7655
H -1.4037 -0.9656 5.7705
H -0.5290 -3.3252 5.7277
H 0.0507 -4.3222 3.5116
H -0.1860 -2.9295 1.4780
*
```